1.
{"formula": "C31H28Cl2I2LaN2O4", "method": "ωB97M-V with the def2-TZVPD basis set", "elements": ["C", "C", "O", "C", "C", "C", "Cl", "C", "C", "Cl", "C", "C", "I", "C", "C", "I", "C", "C", "C", "C", "C", "C", "N", "C", "C", "C", "O", "C", "O", "C", "C", "C", "C", "C", "N", "C", "C", "C", "C", "C", "O", "H", "H", "H", "H", "H", "H", "H", "H", "H", "H", "H", "H", "H", "H", "H", "H", "H", "H", "H", "H", "H", "H", "H", "H", "H", "H", "H", "H", "La"], "xyz": [[5.2706, -1.1519, 2.2987], [4.5600, 0.0814, 1.6542], [3.1513, 0.0629, 1.9941], [2.3549, 0.0506, 0.8740], [1.8618, -1.1408, 0.4000], [2.0972, -2.4449, 1.0587], [3.6212, -3.4221, 0.6422], [1.2836, -3.0061, 1.9540], [1.4386, -4.3375, 2.6303], [-0.1248, -2.1112, 2.4247], [1.0449, -1.1066, -0.7752], [0.5194, -2.3925, -1.3560], [-1.3332, -3.1818, -0.7329], [1.2381, -3.0160, -2.2802], [0.9371, -4.3168, -2.9750], [3.0957, -2.0887, -2.9461], [0.7668, 0.1012, -1.3373], [1.2657, 1.3162, -0.8341], [2.0793, 1.2952, 0.2809], [2.6770, 2.5170, 0.8815], [3.5772, 3.3644, 0.2340], [4.0610, 4.4747, 0.8962], [3.8131, 4.8675, 2.1462], [2.9808, 4.0075, 2.7385], [2.3887, 2.8855, 2.2019], [0.8523, 2.6027, -1.5631], [1.5791, 3.5565, -1.6892], [-0.5571, 2.5680, -2.1382], [-1.2498, 3.7407, -2.1702], [-1.0359, 1.4112, -2.5973], [-2.4364, 1.2304, -3.1692], [-3.5389, 1.6128, -2.1500], [-3.8531, 0.4496, -1.1553], [-5.3816, 0.1876, -1.0147], [-5.8334, 0.0854, 0.3667], [-5.6214, -0.8965, 1.2815], [-6.2768, -0.5527, 2.4553], [-6.9204, 0.6783, 2.2767], [-6.5932, 1.0206, 0.9666], [-0.1435, 0.1969, -2.5651], [-0.1262, -0.6347, -3.4509], [5.8991, -1.6385, 1.5176], [5.8707, -0.8050, 3.1425], [4.5496, -1.8658, 2.7039], [5.0025, 0.9854, 2.0775], [4.6323, 0.0297, 0.5555], [1.2487, -4.2379, 3.7034], [0.6359, -4.9886, 2.2524], [2.3886, -4.8323, 2.4262], [0.9440, -4.1259, -4.0591], [-0.0454, -4.7206, -2.7324], [1.6952, -5.0906, -2.8004], [3.8946, 3.1577, -0.7827], [4.7358, 5.1240, 0.3335], [2.7480, 4.2340, 3.7818], [1.7039, 2.2928, 2.8019], [-1.5907, 3.8771, -1.2744], [-2.5769, 1.7243, -4.1350], [-2.5617, 0.1561, -3.3580], [-3.2626, 2.4689, -1.5336], [-4.4732, 1.8677, -2.6599], [-3.3613, -0.4873, -1.4486], [-3.4892, 0.6823, -0.1450], [-5.6642, -0.7136, -1.5708], [-5.9583, 0.9978, -1.4699], [-5.0290, -1.7815, 1.0917], [-6.3170, -1.1421, 3.3625], [-7.5215, 1.2445, 2.9699], [-6.9280, 1.9153, 0.4521], [5.3404, -2.8921, -0.9595]], "mulliken_charge": [-0.733, -0.200, -0.456, 0.320, -0.111, 0.044, -0.232, 0.221, -1.306, -0.006, 0.431, -1.435, 0.321, 0.494, -1.266, 0.047, 1.464, 0.590, 1.541, 0.106, -0.325, -0.475, -0.538, -0.492, -0.363, -0.383, -0.469, 0.542, -0.506, 0.283, -1.225, -0.848, 0.165, -1.084, 0.257, -0.309, -0.530, -0.661, -0.072, -0.861, -0.579, -0.175, 0.410, 0.292, 0.458, 0.125, 0.388, 0.325, 0.413, 0.388, 0.417, 0.304, 0.453, 0.399, 0.409, 0.462, 0.373, 0.500, 0.474, 0.234, 0.634, -0.018, 0.332, 0.353, 0.415, 0.407, 0.426, 0.441, 0.339, 1.664], "charge": 3, "lumo_energy_ha": -0.4485, "e_homo_ha": -0.4964, "gap_ev": 1.303, "spin_multiplicity": 1}

=====

2.
{"formula": "C31H28Cl3GeHgN6O5", "method": "ωB97M-V with the def2-TZVPD basis set", "elements": ["Hg", "O", "C", "N", "C", "C", "C", "C", "C", "C", "N", "C", "C", "C", "C", "C", "N", "H", "H", "H", "H", "H", "H", "H", "H", "H", "H", "C", "O", "C", "C", "C", "C", "C", "C", "N", "N", "C", "C", "O", "C", "C", "C", "C", "C", "C", "C", "C", "H", "H", "H", "H", "H", "H", "H", "H", "H", "H", "H", "H", "H", "Cl", "Ge", "Cl", "Cl", "N", "C", "C", "O", "O", "H", "H", "H", "H", "H"], "xyz": [[-0.5074, -0.3542, -0.1034], [-4.3302, -1.9529, 1.0017], [-3.1314, -1.6432, 0.9212], [-2.5905, -0.8882, -0.0210], [-3.5131, -0.4217, -1.0306], [-2.8970, 0.5298, -2.0309], [-3.4789, 0.6920, -3.2871], [-2.8825, 1.5376, -4.1969], [-1.7207, 2.2118, -3.8366], [-1.2177, 1.9999, -2.5715], [-1.7988, 1.1872, -1.6851], [-2.2164, -2.1364, 2.0292], [-2.7270, -3.0583, 2.9385], [-1.9174, -3.4860, 3.9730], [-0.6317, -2.9770, 4.0834], [-0.2042, -2.0612, 3.1373], [-0.9799, -1.6578, 2.1328], [-4.3572, 0.0856, -0.5454], [-3.9484, -1.2667, -1.5743], [-4.3566, 0.1148, -3.5480], [-3.2931, 1.6464, -5.1927], [-1.2003, 2.8561, -4.5310], [-0.3005, 2.4806, -2.2468], [-3.7415, -3.4026, 2.8039], [-2.2854, -4.2072, 4.6927], [0.0315, -3.2786, 4.8830], [0.7897, -1.6317, 3.1731], [-2.3165, 1.4799, 2.5485], [-1.0454, 1.5452, 1.9233], [0.0536, 1.2898, 2.6777], [0.0703, 1.3306, 4.0653], [1.2599, 1.0986, 4.7471], [2.4293, 0.8301, 4.0564], [2.4106, 0.7797, 2.6680], [1.2315, 1.0005, 1.9773], [1.1940, 0.8860, 0.5489], [2.1773, 1.4611, 0.0196], [2.5538, 1.4909, -1.2792], [2.0843, 0.7017, -2.3584], [1.0607, -0.1014, -2.2692], [2.7658, 0.8155, -3.6139], [3.8233, 1.6349, -3.7824], [4.3312, 2.4458, -2.7263], [5.4352, 3.2939, -2.9290], [5.9236, 4.0618, -1.9051], [5.3044, 3.9894, -0.6478], [4.2238, 3.1707, -0.4345], [3.7037, 2.3702, -1.4732], [-2.4753, 2.3383, 3.2064], [-2.4232, 0.5523, 3.1160], [-3.0441, 1.4935, 1.7412], [-0.8356, 1.5488, 4.6125], [1.2625, 1.1303, 5.8297], [3.3525, 0.6452, 4.5898], [3.2964, 0.5381, 2.0950], [2.4072, 0.2415, -4.4553], [4.3084, 1.6786, -4.7515], [5.8954, 3.3198, -3.9102], [6.7765, 4.7103, -2.0594], [5.6861, 4.5861, 0.1721], [3.7629, 3.1272, 0.5409], [0.1422, -0.6067, -5.3825], [0.9182, -1.7341, -3.4858], [-1.1957, -2.1473, -2.7432], [4.5653, -1.2345, -1.2445], [4.1770, -3.6091, 0.6449], [2.9798, -3.7381, -0.1684], [1.9854, -2.6508, 0.2062], [0.9881, -2.4205, -0.4535], [2.3041, -1.9548, 1.2875], [4.6153, -4.4937, 0.8481], [3.1901, -2.3337, 1.5422], [4.8080, -2.9547, 0.1742], [2.4978, -4.7078, -0.0321], [3.1793, -3.5814, -1.2296]], "mulliken_charge": [3.326, -0.824, -0.168, -0.165, -1.215, 0.539, -0.872, -0.287, -0.874, -0.436, -0.045, 0.372, -0.749, -0.324, -1.185, -0.440, 0.542, 0.497, 0.366, 0.429, 0.377, 0.415, 0.589, 0.555, 0.401, 0.460, 0.436, -1.115, -0.352, -0.045, -0.370, -0.783, -0.775, -0.235, 0.341, 0.026, -0.608, -0.146, 1.488, 0.770, -0.927, -1.492, 0.899, -1.007, -0.536, -0.720, -0.604, 0.419, 0.412, 0.441, 0.193, 0.412, 0.394, 0.384, 0.554, 0.097, 0.337, 0.389, 0.379, 0.397, 0.435, -0.484, 0.116, -0.349, -0.735, -0.541, -0.744, 0.337, -0.621, -0.236, 0.208, 0.429, 0.116, 0.458, 0.277], "charge": -1, "lumo_energy_ha": 0.0675, "e_homo_ha": -0.1881, "gap_ev": 6.957, "spin_multiplicity": 1}

=====

3.
{"formula": "C31H28GeN2O9W", "method": "ωB97M-V with the def2-TZVPD basis set", "elements": ["W", "O", "C", "C", "N", "C", "C", "O", "O", "C", "C", "O", "O", "H", "H", "H", "H", "H", "H", "H", "H", "H", "O", "C", "O", "C", "C", "C", "C", "C", "C", "N", "O", "O", "H", "H", "H", "H", "C", "C", "C", "C", "C", "C", "Ge", "C", "C", "C", "C", "C", "C", "C", "C", "C", "C", "C", "C", "H", "H", "H", "H", "H", "H", "H", "H", "H", "H", "H", "H", "H", "H", "H"], "xyz": [[0.1644, 0.3160, -0.6190], [0.5950, -1.9653, -1.1240], [-0.5978, -2.7479, -1.3766], [-1.5244, -2.5868, -0.1996], [-1.7157, -1.1390, 0.1188], [-2.9065, -0.5476, -0.5146], [-2.6910, 0.9428, -0.7040], [-3.3946, 1.7409, -1.1869], [-1.3914, 1.3253, -0.2417], [-1.7506, -0.9364, 1.5817], [-0.3758, -0.6612, 2.1431], [-0.0224, -0.6902, 3.2586], [0.5103, -0.2421, 1.1242], [1.2233, -2.4333, -0.5491], [-0.3332, -3.7905, -1.5398], [-1.0197, -2.3542, -2.2960], [-1.0820, -3.0651, 0.6737], [-2.4848, -3.0720, -0.3800], [-3.8190, -0.7106, 0.0606], [-3.0603, -0.9687, -1.5068], [-2.1837, -1.7856, 2.1086], [-2.3542, -0.0627, 1.8309], [4.2583, 0.2646, -1.5130], [3.1757, 0.2772, -1.9765], [2.0267, 0.2929, -1.1358], [2.7016, 0.4333, -3.3863], [3.1640, 1.3535, -4.3268], [2.3052, 1.7983, -5.3361], [0.9476, 1.5103, -5.2925], [0.5533, 0.5670, -4.3461], [1.4530, -0.0969, -3.5504], [-0.7667, 0.5255, -3.7859], [-0.8175, 0.1737, -2.5058], [-1.7512, 0.8698, -4.3251], [4.1603, 1.7721, -4.2489], [2.6724, 2.5024, -6.0705], [0.2324, 2.0374, -5.9112], [1.1301, -0.8987, -2.9175], [0.3545, 4.9062, -4.0596], [1.6381, 4.7024, -3.5653], [1.8319, 3.9544, -2.4158], [0.7355, 3.4274, -1.7191], [-0.5559, 3.6478, -2.2228], [-0.7400, 4.3692, -3.3943], [0.9501, 2.7470, 0.1021], [-0.0887, 3.6560, 1.4675], [0.1426, 5.0335, 1.5388], [-0.4852, 5.7937, 2.5164], [-1.3428, 5.1849, 3.4218], [-1.5751, 3.8156, 3.3553], [-0.9500, 3.0540, 2.3792], [2.7785, 2.7529, 0.8648], [3.9833, 2.8234, 0.2145], [5.1797, 2.8801, 0.9494], [5.1799, 2.8716, 2.3772], [3.9943, 2.7974, 3.0525], [2.8043, 2.7324, 2.3131], [0.2065, 5.5065, -4.9484], [2.4881, 5.1513, -4.0644], [2.8392, 3.8493, -2.0367], [-1.4307, 3.3242, -1.6717], [-1.7437, 4.5530, -3.7576], [0.7951, 5.5296, 0.8257], [-0.3130, 6.8606, 2.5651], [-1.8361, 5.7778, 4.1799], [-2.2438, 3.3465, 4.0650], [-1.1363, 1.9866, 2.3432], [4.0464, 2.8333, -0.8617], [6.1345, 2.9315, 0.4386], [6.1259, 2.9213, 2.9016], [3.9712, 2.7819, 4.1340], [1.8600, 2.6566, 2.8417]], "lowdin_spin": [0.037, 0.000, 0.000, 0.000, -0.001, 0.000, 0.000, 0.000, -0.003, 0.000, 0.000, 0.001, 0.008, 0.000, 0.000, 0.000, 0.000, 0.000, 0.000, 0.000, 0.000, 0.000, 0.000, 0.000, -0.001, 0.000, 0.000, 0.000, 0.000, 0.000, 0.000, 0.001, 0.002, 0.001, 0.000, 0.000, 0.000, 0.000, -0.002, 0.000, -0.002, -0.005, -0.002, 0.000, -0.005, 0.008, 0.010, 0.001, 0.005, 0.006, 0.000, 0.121, 0.046, 0.306, 0.112, 0.041, 0.298, 0.000, 0.000, 0.000, 0.000, 0.000, 0.000, 0.000, 0.000, 0.000, 0.000, -0.001, 0.012, 0.002, -0.002, 0.011], "charge": 3, "s2": 0.772, "lumo_energy_ha": [-0.3981, -0.4515], "e_homo_ha": [-0.6160, -0.6140], "gap_ev": [5.930, 4.421], "spin_multiplicity": 2}

=====

4.
{"formula": "C31H28N3OP2S4Tc", "method": "ωB97M-V with the def2-TZVPD basis set", "elements": ["Tc", "S", "P", "C", "P", "S", "C", "C", "C", "C", "C", "C", "C", "C", "C", "C", "C", "C", "C", "C", "C", "C", "C", "C", "C", "C", "C", "C", "C", "C", "H", "H", "H", "H", "H", "H", "H", "H", "H", "H", "H", "H", "H", "H", "H", "H", "H", "H", "H", "H", "O", "N", "C", "C", "C", "C", "C", "S", "H", "H", "H", "H", "N", "C", "N", "S", "H", "H", "H", "H"], "xyz": [[-0.3842, -0.3710, 0.1167], [-1.4809, 1.4887, -1.0248], [0.2511, 2.3702, -0.3561], [1.2028, 0.9861, -0.0371], [2.0902, 0.1232, -1.2222], [0.7475, -1.3115, -1.8103], [3.5569, -0.6355, -0.4963], [4.3325, 0.1076, 0.3880], [5.4646, -0.4511, 0.9545], [5.8223, -1.7578, 0.6468], [5.0472, -2.5040, -0.2276], [3.9124, -1.9447, -0.7979], [2.6486, 1.0084, -2.6879], [1.6891, 1.4677, -3.5923], [2.0790, 2.1892, -4.7046], [3.4261, 2.4460, -4.9286], [4.3831, 1.9802, -4.0440], [3.9970, 1.2612, -2.9213], [-0.0459, 3.2814, 1.1716], [0.2707, 2.7101, 2.3993], [-0.0036, 3.3928, 3.5733], [-0.5967, 4.6464, 3.5267], [-0.9060, 5.2239, 2.3021], [-0.6273, 4.5462, 1.1281], [0.8409, 3.6166, -1.5118], [-0.0113, 4.1599, -2.4648], [0.4567, 5.1354, -3.3326], [1.7764, 5.5511, -3.2591], [2.6321, 5.0042, -2.3102], [2.1637, 4.0447, -1.4315], [4.0389, 1.1147, 0.6576], [6.0659, 0.1271, 1.6413], [6.7073, -2.1921, 1.0910], [5.3271, -3.5201, -0.4712], [3.3003, -2.5242, -1.4773], [0.6402, 1.2565, -3.4194], [1.3344, 2.5482, -5.4011], [3.7289, 3.0065, -5.8031], [5.4315, 2.1701, -4.2266], [4.7486, 0.8973, -2.2345], [0.7521, 1.7407, 2.4327], [0.2585, 2.9507, 4.5253], [-0.8038, 5.1806, 4.4437], [-1.3547, 6.2061, 2.2614], [-0.8619, 5.0107, 0.1788], [-1.0329, 3.8094, -2.5433], [-0.2064, 5.5618, -4.0724], [2.1434, 6.3029, -3.9442], [3.6615, 5.3281, -2.2574], [2.8294, 3.6218, -0.6886], [-1.4326, 0.1397, 1.7679], [-2.7345, -0.1747, 1.8487], [-3.4145, 0.4688, 2.8219], [-4.7380, 0.1958, 3.0305], [-5.3606, -0.7553, 2.2185], [-4.6458, -1.3816, 1.2287], [-3.2925, -1.0856, 1.0228], [-2.3509, -1.7812, -0.2550], [-2.8212, 1.1793, 3.3754], [-5.2700, 0.7196, 3.8085], [-6.4053, -0.9928, 2.3593], [-5.1061, -2.1067, 0.5744], [-0.0777, -3.9913, 0.6657], [0.9602, -3.4094, 1.2505], [2.0299, -4.1519, 1.5513], [0.9935, -1.7607, 1.6713], [-0.0538, -4.9531, 0.3680], [-0.9216, -3.4525, 0.5123], [2.0238, -5.1564, 1.4814], [2.8246, -3.7061, 1.9771]], "lowdin_spin": [2.436, 0.029, 0.036, 0.140, 0.041, 0.065, 0.004, 0.003, 0.000, 0.000, 0.000, 0.002, 0.011, 0.002, 0.001, -0.001, 0.001, 0.001, 0.004, 0.001, 0.000, 0.001, 0.000, 0.001, 0.004, 0.001, 0.000, 0.001, 0.000, 0.002, 0.002, 0.000, 0.000, 0.000, 0.001, 0.002, 0.000, 0.000, 0.000, 0.000, 0.000, 0.000, 0.000, 0.000, 0.000, 0.000, 0.000, 0.000, 0.000, 0.001, 0.087, 0.010, 0.003, 0.004, 0.004, 0.004, 0.013, 0.058, 0.000, 0.000, 0.000, 0.000, 0.006, 0.008, 0.002, 0.006, 0.000, 0.002, 0.000, 0.000], "charge": 1, "s2": 3.779, "lumo_energy_ha": [-0.0870, -0.1271], "e_homo_ha": [-0.3728, -0.3801], "gap_ev": [7.779, 6.886], "spin_multiplicity": 4}

=====

Energy above the lowest of the compared OMol25 structures with the same formula, charge and spin: 0.0; 20.5; 0.0; 3.9 (kcal per mole)